Arrangement 1

A molecular structure, C4H6InO2, computed with wB97M-V/def2-TZVPD.

## Properties
Net charge: +2
M (Da): 200.9
HOMO (spin up / spin down) (eV): -18.693 / -20.017
2S+1: 2
Orbital gap (spin up / spin down) (eV): 5.705 / 7.187

The geometry in XYZ format:
```
13
C4H6InO2 (wB97M-V/def2-TZVPD)
O -2.9261 0.2074 0.4066
C -1.9178 -0.4716 -0.0951
C -0.5977 -0.3352 0.2616
C 0.4318 -1.3353 0.0145
C 1.9136 -1.0081 -0.2029
O 2.2100 0.3490 -0.1023
In 0.6737 1.3142 -0.4661
H -2.6934 1.1229 0.6194
H -2.2137 -1.0841 -0.9546
H 0.0822 -2.1763 -0.6035
H 0.2413 -1.2945 1.2727
H 2.2108 -1.4230 -1.1856
H 2.4907 -1.5719 0.5547
```

=====

Arrangement 2

A molecular structure, C4H6InO2, computed with wB97M-V/def2-TZVPD.

## Properties
Net charge: +2
M (Da): 200.9
HOMO (spin up / spin down) (eV): -18.878 / -20.181
2S+1: 2
Orbital gap (spin up / spin down) (eV): 7.469 / 7.826

The geometry in XYZ format:
```
13
C4H6InO2 (wB97M-V/def2-TZVPD)
H -0.5204 -1.5021 -0.4851
O 1.4273 -1.7716 -1.4696
C 0.5299 -1.1377 -0.7304
C 0.4378 0.2195 -0.6707
C -0.6840 1.0416 -0.0455
C -1.3342 0.4051 1.1525
O -0.5332 -0.0242 2.1362
In 1.2138 -0.2554 1.5541
H 2.3019 -1.7411 -1.0638
H 1.2097 0.7735 -1.2182
H -1.4411 1.2472 -0.8180
H -0.2587 2.0302 0.2268
H -2.3488 0.7152 1.4319
```

=====

Of them, arrangement 2 has the highest stability.

=====

Arrangement 1

A molecular structure, C3H2FIN2, computed with wB97M-V/def2-TZVPD.

## Properties
Net charge: 0
M (Da): 212.0
HOMO (spin up / spin down) (eV): -6.717 / -7.783
2S+1: 3
Orbital gap (spin up / spin down) (eV): 6.851 / 4.582

The geometry in XYZ format:
```
9
C3H2FIN2 (wB97M-V/def2-TZVPD)
C -0.1714 -0.8330 0.2862
C -1.5500 -0.4253 -1.5955
C 0.3731 1.3673 0.3914
N -0.7063 -0.9090 -0.8536
N 0.6039 0.2081 0.8778
F -1.3695 -0.5291 -2.9121
I 1.5280 2.8393 1.3215
H -0.0335 -1.6227 1.0125
H 1.3257 -0.0957 1.4719
```

=====

Arrangement 2

A single C3H2FIN2 molecule, computed with wB97M-V/def2-TZVPD.

## Properties
Net charge: 0
M (Da): 212.0
HOMO (spin up / spin down) (eV): -6.630 / -9.139
2S+1: 3
Orbital gap (spin up / spin down) (eV): 6.374 / 6.610

The geometry in XYZ format:
```
9
C3H2FIN2 (wB97M-V/def2-TZVPD)
C -0.6591 -0.7661 0.4777
C -2.0178 -0.5377 0.3117
C 0.8848 1.3860 -0.2403
N 0.5106 -0.9105 0.0070
N 1.1771 0.1719 -0.5623
F -2.7408 -0.1232 1.3440
I 2.1126 2.9303 -1.1477
H -1.1512 -1.8639 0.9645
H 1.8839 -0.2868 -1.1546
```

=====

Of them, arrangement 1 has the highest stability.

=====

Arrangement 1

A single C9H16N4O5 molecule, computed with wB97M-V/def2-TZVPD.

## Properties
Net charge: 0
M (Da): 260.2
HOMO (eV): -9.439
Orbital gap (eV): 9.787

The geometry in XYZ format:
```
34
C9H16N4O5 (wB97M-V/def2-TZVPD)
N 2.4654 -1.4557 1.3216
C 3.1751 -1.4516 0.0616
O 3.9267 -2.3158 -0.3084
C 3.1066 -0.0435 -0.6072
C 1.7333 0.5514 -1.3034
C 0.6655 1.4820 -0.6219
N 1.1239 2.8223 -0.5855
C 0.5403 1.1202 0.9114
O 1.4937 1.5524 1.6325
N -0.2777 0.1635 1.4304
C -1.4009 -0.4488 0.8057
C -2.5063 0.4353 -0.0637
C -3.8938 -0.2939 0.2000
N -4.5234 -0.4338 -0.9496
O -4.2731 -0.4448 1.3751
C -0.9592 -1.5723 -0.1633
O -1.9244 -1.9585 -0.8638
O 0.2783 -2.0980 0.0165
H 2.1699 -0.5076 1.7050
H 2.4477 -2.3071 1.9823
H 3.7983 -0.0341 -1.4734
H 3.6211 0.6055 0.3207
H 1.0769 -0.3425 -1.6845
H 2.0121 1.2159 -2.1178
H -0.2489 1.5259 -1.2044
H 0.1801 3.4466 -0.9306
H 1.6469 3.0521 0.4022
H -0.3026 -0.1815 2.4246
H -1.9340 -1.0969 1.4784
H -2.0994 0.2309 -1.2151
H -2.6019 1.6068 0.2640
H -4.0923 -0.3520 -1.8840
H -5.3357 -0.8990 -0.9030
H 0.9116 -1.5733 0.5478
```

=====

Arrangement 2

A single C9H16N4O5 molecule, computed with wB97M-V/def2-TZVPD.

## Properties
Net charge: 0
M (Da): 260.2
HOMO (eV): -9.642
Orbital gap (eV): 10.034

The geometry in XYZ format:
```
34
C9H16N4O5 (wB97M-V/def2-TZVPD)
N 1.7155 3.7096 -3.2804
C 2.3466 2.5077 -3.0737
O 3.5790 2.4826 -3.0568
C 1.4745 1.3208 -2.5969
C 1.6417 1.1142 -1.0752
C 0.8327 -0.0561 -0.6540
N 0.8420 -0.1380 0.8394
C -0.2143 -0.1277 1.6737
O -0.0295 -0.0722 2.8831
C -1.6680 -0.2612 1.1399
N -1.8613 -1.4478 0.2691
C -2.6329 -0.2447 2.3908
C -2.7433 -1.6583 2.9816
N -1.7240 -2.2294 3.6153
O -3.7724 -2.3149 2.7133
C 1.3295 -1.3882 -1.3179
O 0.9801 -1.7046 -2.4249
O 2.0623 -2.1707 -0.5082
H 0.7245 3.8010 -3.3477
H 2.3519 4.4095 -3.6594
H 1.6899 0.3869 -3.1258
H 0.4187 1.6086 -2.7445
H 1.3442 2.0554 -0.5050
H 2.7184 0.9508 -0.8194
H -0.2009 0.0750 -0.9010
H 1.7353 -0.0768 1.3604
H -1.8007 0.6151 0.5000
H -1.8915 -2.2524 0.8884
H -2.8125 -1.4675 -0.1128
H -2.1489 0.4432 3.0727
H -3.6404 0.0499 2.0793
H -1.8787 -3.1439 3.8670
H -0.8456 -1.7531 3.8079
H 2.0779 -3.0225 -0.8782
```

=====

Of them, arrangement 2 has the highest stability.

=====

Arrangement 1

2 unconnected molecules or ions with the total composition C2H8NO2, computed with wB97M-V/def2-TZVPD.

## Properties
Net charge: -1
M (Da): 78.1
HOMO (eV): -2.326
Orbital gap (eV): 6.761

The geometry in XYZ format:
```
13
C2H8NO2 (wB97M-V/def2-TZVPD)
C -0.5037 -0.5891 -1.4774
N 0.7787 -0.3059 -0.8133
C 0.6702 1.0686 -0.0789
O -0.5507 1.5323 0.1099
H -0.6096 -1.6533 -1.7191
H -1.3004 -0.3298 -0.7843
H -0.6385 0.0092 -2.3879
H 1.4144 -0.1663 -1.5682
H 1.1478 0.9044 0.9123
H 1.4118 1.7535 -0.5709
H -0.6466 -0.4722 2.2173
H -0.6849 -1.7786 1.3940
O -0.2720 -1.3568 2.1590
```

=====

Arrangement 2

2 unconnected molecules or ions with the total composition C2H8NO2, computed with wB97M-V/def2-TZVPD.

## Properties
Net charge: -1
M (Da): 78.1
HOMO (eV): -3.555
Orbital gap (eV): 7.969

The geometry in XYZ format:
```
13
C2H8NO2 (wB97M-V/def2-TZVPD)
C -0.4297 -1.0684 0.4719
O -1.1946 0.0098 1.0015
C 0.0489 -0.7159 -0.9468
N 1.3124 0.0588 -1.0548
H 0.4240 -1.1539 1.1690
H -1.0909 -2.0330 0.4889
H 0.3045 -1.7189 -1.5141
H -0.7964 -0.1715 -1.5383
H 1.1881 1.1089 -0.9948
H 1.8509 -0.2897 -0.2263
H -0.5459 2.5973 1.5681
H -0.7525 0.9811 0.8969
O -0.3186 2.3955 0.6788
```

=====

Arrangement 3

2 unconnected molecules or ions with the total composition C2H8NO2, computed with wB97M-V/def2-TZVPD.

## Properties
Net charge: -1
M (Da): 78.1
HOMO (eV): -3.752
Orbital gap (eV): 8.170

The geometry in XYZ format:
```
13
C2H8NO2 (wB97M-V/def2-TZVPD)
C 0.5233 2.3170 1.4902
O 0.5895 1.7913 0.2085
H 0.4133 1.4541 2.3007
H -0.0341 3.2490 1.6658
H 1.5976 2.7228 1.6225
N -0.9295 -2.4333 -1.5677
C -0.0134 -1.4728 -0.7231
O -0.5944 -0.4657 -0.1565
H -1.4198 -1.7367 -2.0868
H -1.5438 -2.8910 -0.9585
H 0.6532 -1.0563 -1.6156
H 0.6521 -2.2230 -0.2112
H 0.1060 0.7447 0.0316
```

=====

Arrangement 4

2 unconnected molecules or ions with the total composition C2H8NO2, computed with wB97M-V/def2-TZVPD.

## Properties
Net charge: -1
M (Da): 78.1
HOMO (eV): -3.404
Orbital gap (eV): 7.734

The geometry in XYZ format:
```
13
C2H8NO2 (wB97M-V/def2-TZVPD)
C -0.3098 1.2550 -0.4702
O 0.9231 0.7965 -0.7444
C -0.7594 0.7945 1.0128
N -0.8667 -0.6614 1.2183
H -0.3759 2.3178 -0.5218
H -1.1092 0.9904 -1.0871
H 0.0064 1.2525 1.6767
H -1.7253 1.2624 1.0555
H -1.5850 -1.1046 0.5850
H 0.0172 -1.1954 1.1089
H 1.5773 -1.7823 -1.5744
H 0.7520 -0.2544 -0.8453
O 0.9425 -1.9406 -0.7782
```

=====

Of them, arrangement 2 has the highest stability.